Entry 1:
The following is a quantum chemistry calculation of a 2-piece molecular cluster, C4H8NO3 overall in a non-equilibrium geometry, from the Open Molecules 2025 dataset.

CARTESIAN COORDINATES (ANGSTROEM)
1 O -0.9226 -1.5812 -1.8449
2 C -0.7971 -0.7047 -1.0147
3 C 0.1325 0.4812 -1.1990
4 C 0.8339 0.3960 -2.5759
5 H -1.3979 -0.6917 -0.1032
6 H 0.8670 0.4572 -0.3941
7 H -0.4233 1.4114 -1.0848
8 H 1.3079 -0.5777 -2.7084
9 H 1.6028 1.1708 -2.5818
10 H 0.1281 0.5104 -3.3986
11 N -0.1153 -0.1736 3.5285
12 C -0.3210 -0.1212 2.1243
13 O -1.0091 0.8305 1.6968
14 O 0.2536 -1.0198 1.4618
15 H 0.4289 -0.8848 3.9752
16 H -0.5685 0.4975 4.1188

Properties
net charge = -1
HOMO level = -4.41 eV
HOMO-LUMO gap = 8.41 eV

Entry 2:
The following is a quantum chemistry calculation of a 2-piece molecular cluster, C4H8NO3 overall in a non-equilibrium geometry, from the Open Molecules 2025 dataset.

CARTESIAN COORDINATES (ANGSTROEM)
1 C 2.0325 -1.8264 -2.0311
2 C 1.0934 -1.5661 -0.8397
3 O 1.3091 -0.6341 -0.0793
4 O 0.0110 -2.2497 -0.8323
5 H 1.4981 -1.5901 -2.9511
6 H 2.3674 -2.8693 -2.1897
7 H 2.9176 -1.1639 -1.9714
8 C -0.1443 1.9679 1.8725
9 C -1.2450 1.6009 0.9031
10 O -2.2560 2.2856 0.8803
11 N -1.1041 0.4592 0.1950
12 H -1.9771 0.0657 -0.1196
13 H -0.2571 -0.1175 0.3183
14 H 0.7780 1.3891 1.7117
15 H -0.2226 1.7982 2.9611
16 H 0.2137 2.9925 1.7887

Properties
2S+1 = 2
⟨S²⟩ = 0.754
HOMO level (spin up / spin down) = -9.24 / -9.23 eV
HOMO-LUMO gap (spin up / spin down) = 9.72 / 5.14 eV

Entry 3:
The following is a quantum chemistry calculation of a single C4H8NPS molecule in a non-equilibrium geometry, from the Open Molecules 2025 dataset.

CARTESIAN COORDINATES (ANGSTROEM)
1 C -2.7569 0.6614 -0.3760
2 P -1.8987 -0.5252 0.7972
3 C -0.2376 -0.0881 0.4348
4 N 0.8796 -1.3714 0.5708
5 C 1.9860 -0.8758 -0.1078
6 C 2.2724 0.5699 0.3907
7 S 0.6003 1.3483 0.1948
8 H -3.8813 0.5573 -0.3868
9 H -2.4034 0.3553 -1.3959
10 H -2.5843 1.7204 -0.0640
11 H -1.7793 -1.6170 -0.0348
12 H 1.8104 -0.8577 -1.1789
13 H 2.7887 -1.5194 0.0257
14 H 2.3515 0.6249 1.4948
15 H 2.8526 1.0172 -0.3645

Properties
structure (SMILES) = CPC1=NCCS1
HOMO level (spin up / spin down) = -7.31 / -8.00 eV
HOMO-LUMO gap (spin up / spin down) = 7.18 / 7.91 eV

Entry 4:
The following is a quantum chemistry calculation of a 2-piece molecular cluster, C4H8NS overall in a non-equilibrium geometry, from the Open Molecules 2025 dataset.

CARTESIAN COORDINATES (ANGSTROEM)
1 C 3.5566 -0.1783 1.3839
2 C 2.5746 -0.5385 0.6202
3 C -3.6920 0.2907 -0.3946
4 C -2.5178 0.8699 0.2658
5 N -2.4189 0.8431 -0.9767
6 S 1.3699 0.3489 -0.3041
7 H 4.1391 -1.0032 1.7852
8 H 4.0135 0.7956 1.2454
9 H 2.3592 -1.5366 0.5362
10 H -3.8222 -0.8369 -0.6697
11 H -4.5927 0.8034 -0.5447
12 H -1.9364 1.1874 1.0590
13 H -1.7884 1.2230 -1.6922
14 H 2.0808 1.5929 -0.4698

Properties
net charge = +1
HOMO level = -11.89 eV
HOMO-LUMO gap = 6.38 eV

Entry 5:
The following is a quantum chemistry calculation of a 2-piece molecular cluster, C4H8NS overall in a non-equilibrium geometry, from the Open Molecules 2025 dataset.

CARTESIAN COORDINATES (ANGSTROEM)
1 C 3.0500 -0.3381 0.0500
2 C -1.9579 0.3905 0.0360
3 C -1.0028 -0.1765 -1.1514
4 C -0.8457 0.2600 1.0798
5 N 2.1772 0.4648 0.2201
6 S 0.0810 -0.9614 0.0961
7 H 2.8630 -1.5220 -0.1495
8 H 4.1723 -0.0719 -0.0010
9 H -2.3476 1.3701 -0.2217
10 H -2.8292 -0.3310 0.4276
11 H -1.5565 -0.7610 -1.8232
12 H -0.5642 0.6713 -1.6377
13 H -0.2421 1.1672 0.9943
14 H -0.9975 -0.1621 2.0809

Properties
net charge = +1
HOMO level (spin up / spin down) = -14.52 / -15.01 eV
HOMO-LUMO gap (spin up / spin down) = 7.24 / 8.96 eV

Entry 6:
The following is a quantum chemistry calculation of an isolated ion of composition C4H8NS and charge +1 in a non-equilibrium geometry, from the Open Molecules 2025 dataset.

CARTESIAN COORDINATES (ANGSTROEM)
1 C -1.2971 0.6520 -1.7755
2 N -0.4519 0.3623 -0.6233
3 C -0.5304 -0.7269 0.3210
4 C 0.6449 -0.9065 1.1546
5 C 1.3190 0.4743 1.1963
6 S 1.0024 1.2363 -0.4466
7 H -1.9550 -0.2323 -1.7584
8 H -0.6486 0.5647 -2.7179
9 H -1.7176 1.5973 -1.7578
10 H -1.3837 -1.4004 0.0753
11 H 0.4556 -1.1503 2.1274
12 H 1.2773 -1.7405 0.8987
13 H 0.8863 1.0553 2.0111
14 H 2.3988 0.2145 1.2953

Properties
structure (SMILES) = C[N+]1=CCCS1
net charge = +1
HOMO level (spin up / spin down) = -13.75 / -13.75 eV
HOMO-LUMO gap (spin up / spin down) = 8.31 / 8.31 eV

For the records above, the corresponding energy above the lowest of the compared OMol25 structures with the same formula, charge and spin values read 1.043 0.526 3.563 3.812 3.816 0.989 eV.